Below is 2 unconnected molecules or ions with the total composition C3H9N2, with properties calculated with ωB97M-V/def2-TZVPD.

Calculated values
relative energy (zero: lowest compared OMol25 entry of this formula, charge and spin): 244.19 kJ/mol
HOMO level: -13.79 eV
calculated total energy: -6228.5176 eV
charge: +1
lowest unoccupied orbital energy: -5.58 eV
Kohn-Sham gap: 8.208 eV

```
14
C3H9N2 | OMol25 | ωB97M-V/def2-TZVPD
C -0.14028 -1.86726 -0.53408
N 1.11572 -1.79903 -0.34482
H -0.64393 -2.77172 -0.20672
H -0.69196 -1.02655 -0.93153
H 1.59391 -0.92037 -0.52736
H 1.61332 -2.50804 0.18411
C -0.40266 1.57522 -0.81675
C -0.08326 1.22353 1.44605
N -0.78493 0.93000 0.43553
H 0.05808 0.87308 -1.51868
H 0.29796 2.40317 -0.67923
H -1.29145 1.99045 -1.28388
H -0.41079 0.88118 2.42504
H 0.87298 1.75410 1.37004
```

Below is 8 unconnected molecules or ions with the total composition C8H24N8O16, with properties calculated with ωB97M-V/def2-TZVPD.

Calculated values
relative energy (zero: lowest compared OMol25 entry of this formula, charge and spin): 4.80 kJ/mol
HOMO level: -10.49 eV
calculated total energy: -53343.6107 eV
SMILES: C[N+](=O)[O-].C[N+](=O)[O-].C[N+](=O)[O-].C[N+](=O)[O-].C[N+](=O)[O-].C[N+](=O)[O-].C[N+](=O)[O-].C[N+](=O)[O-]
lowest unoccupied orbital energy: -0.57 eV
Kohn-Sham gap: 9.919 eV

```
56
C8H24N8O16 | OMol25 | ωB97M-V/def2-TZVPD
C -1.30446 -0.90515 -4.09905
N -2.11404 -1.89769 -4.85151
O -1.56804 -2.47296 -5.77043
O -3.26380 -2.04536 -4.50395
H -0.26164 -1.12514 -4.28513
H -1.58378 -0.93284 -3.05552
H -1.54554 0.05616 -4.55200
C 0.00631 3.12770 3.75424
N -1.26708 2.73250 4.42765
O -1.18214 2.16834 5.49668
O -2.30033 2.99757 3.84910
H 0.64729 2.25459 3.70013
H 0.46487 3.89141 4.37554
H -0.24249 3.48882 2.76573
C 2.95489 -0.10698 3.65651
N 2.97405 1.13708 2.85213
O 2.15892 1.20104 1.94684
O 3.76828 1.99663 3.14802
H 3.62473 0.01469 4.50059
H 3.23227 -0.95920 3.04701
H 1.93053 -0.23630 3.99639
C 1.65457 -3.36521 -2.06848
N 0.41467 -4.18882 -2.06719
O -0.51042 -3.79672 -2.75277
O 0.38815 -5.16629 -1.35243
H 1.48643 -2.62243 -1.29112
H 1.71258 -2.85342 -3.02035
H 2.50872 -4.00118 -1.88052
C -3.43683 3.85874 0.94665
N -4.79819 4.21844 1.41836
O -5.08030 3.94135 2.56295
O -5.53124 4.80021 0.63564
H -3.37255 2.78300 0.83648
H -2.73572 4.20352 1.69671
H -3.26063 4.32643 -0.01447
C 0.23635 0.19786 -0.27286
N -0.74263 1.32273 -0.30839
O -1.30185 1.54853 -1.35913
O -0.90526 1.96804 0.71036
H -0.07500 -0.50735 -1.03384
H 0.18357 -0.23920 0.71748
H 1.21685 0.61779 -0.46512
C 0.28184 -4.28677 2.92460
N 0.17311 -2.99840 2.18543
O 0.28048 -1.96905 2.82525
O -0.03349 -3.06565 0.99600
H -0.37554 -4.21378 3.78518
H 1.31474 -4.42192 3.22614
H -0.04203 -5.06881 2.24879
C 1.98296 0.76300 -4.94743
N 2.40755 0.54779 -3.53015
O 1.88689 -0.36483 -2.91082
O 3.26311 1.27691 -3.08894
H 2.09133 -0.19210 -5.45536
H 2.64868 1.50258 -5.36828
H 0.94030 1.06012 -4.92730
```

Below is C27H33N3O5 in the gas phase, with properties calculated with ωB97M-V/def2-TZVPD.

Calculated values
relative energy (zero: lowest compared OMol25 entry of this formula, charge and spin): 0.00 kJ/mol
HOMO level: -8.71 eV
calculated total energy: -43245.8137 eV
SMILES: CCCCCCCCCC(=O)N1c2ccccc2NC(=O)[C@H]1CC(=O)Nc1ccc(C(=O)O)cc1
lowest unoccupied orbital energy: 0.51 eV
Kohn-Sham gap: 9.218 eV

```
68
C27H33N3O5 | OMol25 | ωB97M-V/def2-TZVPD
C -5.15641 0.75854 -2.67095
C -5.23549 2.27561 -2.53662
C -3.91652 2.98649 -2.84680
C -2.73999 2.59144 -1.95328
C -2.93173 2.97356 -0.48701
C -1.75678 2.53660 0.38906
C -0.49880 3.37780 0.18572
C 0.69578 2.88834 1.00492
C 1.29432 1.58160 0.46250
C 0.48346 0.39606 0.91803
O 0.16126 0.23969 2.08384
N 0.07631 -0.51071 -0.02517
C 0.52921 -0.61565 -1.34936
C 1.86972 -0.54678 -1.70246
C 2.24131 -0.67120 -3.02961
C 1.28325 -0.87817 -4.00847
C -0.05137 -0.99032 -3.66270
C -0.43199 -0.87458 -2.33381
N -1.76257 -1.00463 -1.94383
C -2.15995 -1.25840 -0.66991
O -3.32237 -1.36787 -0.35979
C -1.00217 -1.42453 0.31732
C -0.55039 -2.89588 0.29776
C 0.87305 -3.12583 0.80904
O 1.63067 -3.86049 0.21606
N 1.16904 -2.45748 1.95402
C 2.39133 -2.40202 2.62404
C 2.53715 -1.41868 3.60670
C 3.71507 -1.31195 4.30980
C 4.77144 -2.18651 4.05015
C 6.01597 -2.03997 4.82552
O 6.20673 -1.20054 5.67237
O 6.95910 -2.94452 4.50534
C 4.62304 -3.16634 3.07090
C 3.44473 -3.27661 2.36133
H -4.71568 0.48542 -3.62900
H -6.15343 0.32700 -2.62177
H -4.56977 0.32014 -1.86789
H -5.56835 2.53211 -1.53014
H -5.98862 2.65378 -3.23281
H -3.64505 2.77547 -3.88519
H -4.07428 4.06471 -2.76318
H -1.84432 3.08149 -2.34246
H -2.57747 1.51485 -2.02010
H -3.07132 4.05368 -0.40378
H -3.83337 2.48873 -0.11062
H -1.54367 1.48906 0.17284
H -2.04838 2.59755 1.43985
H -0.72072 4.40775 0.47473
H -0.22125 3.38624 -0.87072
H 1.47276 3.65475 0.98338
H 0.39872 2.73604 2.04379
H 1.35757 1.62803 -0.62369
H 2.30024 1.46099 0.87258
H 2.61622 -0.41157 -0.93587
H 3.28461 -0.61559 -3.29674
H 1.57646 -0.96929 -5.04245
H -0.80273 -1.17227 -4.41647
H -2.47895 -0.99750 -2.65959
H -1.36931 -1.14315 1.30995
H -0.57206 -3.29005 -0.72113
H -1.24088 -3.48934 0.90033
H 0.49350 -1.78340 2.30297
H 1.72183 -0.73602 3.79711
H 3.84339 -0.55578 5.06907
H 7.74642 -2.79529 5.05107
H 5.43836 -3.84308 2.86999
H 3.33413 -4.03153 1.60133
```